No. 1
This record from OMol25 describes a molecular structure, C2H7N3. The level of theory is wB97M-V/def2-TZVPD.

The geometry in XYZ format:
```
12
Properties=species:S:1:pos:R:3:forces:R:3
C -0.567349 0.229212 -0.783750 1.274 2.763 7.324
N -0.268258 0.826294 0.819804 -0.032 1.013 -2.139
C -0.436559 -1.164092 -0.568115 -1.257 -1.269 -6.996
N 0.956861 1.571306 0.827655 0.049 -0.036 0.239
N 0.149637 -2.044582 0.070652 -0.316 0.151 1.113
H -0.276678 0.119855 1.564438 0.065 -0.108 -0.984
H 1.764002 1.030796 1.138557 -0.263 -0.134 -0.121
H 0.891148 2.370536 1.457561 -0.265 -0.244 -0.213
H 0.050992 -3.001806 -0.267370 0.026 0.405 -0.235
H 0.237355 0.656225 -1.375967 -0.113 -0.117 -0.133
H -1.569121 0.588136 -0.996285 0.141 -0.226 -0.212
H -0.932029 -1.181881 -1.887180 0.691 -2.198 2.357
```
Positions in Å, forces in eV/Å.

relative energy (zero: lowest compared OMol25 entry of this formula, charge and spin): 110.45 kcal/mol
Kohn-Sham gap: 9.2357 eV
net charge: 0
electronic energy: -244.499360 Ha

From a natural (NBO) analysis of the wavefunction, the atomic charges in e read: atom 1 (C): -0.31, atom 2 (N): -0.54, atom 3 (C): 0.24, atom 4 (N): -0.70, atom 5 (N): -0.62, atom 6 (H): 0.34, atom 7 (H): 0.33, atom 8 (H): 0.35, atom 9 (H): 0.37, atom 10 (H): 0.27, atom 11 (H): 0.24, atom 12 (H): 0.02

No. 2
This record from OMol25 describes 4 unconnected molecules or ions with the total composition C3H16NO3S. The level of theory is wB97M-V/def2-TZVPD.

The geometry in XYZ format:
```
24
Properties=species:S:1:pos:R:3:forces:R:3
C -0.402730 0.763397 1.908925 0.284 0.857 2.547
C 0.018680 -0.078246 0.740458 -1.134 0.982 -0.633
C 0.667938 -1.404052 1.043187 0.339 1.002 0.725
S 1.010542 -2.281855 -0.476400 0.156 -0.368 -0.330
N -1.324063 -0.360212 0.020271 0.639 0.517 -0.486
H 0.453005 1.247998 2.405793 0.063 -0.531 -0.202
H -0.980670 0.304855 2.757880 0.637 -0.411 -0.960
H -1.006488 1.639138 1.712881 -0.267 0.174 -0.944
H 0.639100 0.553081 0.067447 -0.516 -0.642 0.111
H 1.664189 -1.165180 1.435314 -0.338 -0.146 0.365
H 0.048296 -1.853872 1.835367 0.539 -0.586 -0.463
H 0.055502 -3.185426 -0.361947 -0.385 -0.486 -0.019
H -1.250294 -1.126808 -0.657896 0.114 -0.173 0.135
H -2.041615 -0.559287 0.716815 -0.177 -0.241 -0.153
H -1.601031 0.469178 -0.512068 -0.098 -0.087 0.176
H 2.015054 2.430839 -3.581476 0.374 -0.004 0.243
H 0.651953 2.072631 -4.049036 -0.327 -0.131 -0.155
O 1.328725 1.769636 -3.441947 -0.021 0.161 0.076
H -4.161207 -3.346376 0.799960 -0.600 0.324 -1.257
H -2.989562 -3.168275 1.473371 0.930 0.513 -0.552
O -3.322893 -2.903791 0.589755 -0.159 -0.698 1.869
H 4.022617 4.007369 -1.332376 0.180 0.240 0.753
H 2.991762 2.796070 -1.269538 0.273 0.322 0.381
O 3.513193 3.379188 -1.824739 -0.506 -0.588 -1.227
```
Positions in Å, forces in eV/Å.

relative energy (zero: lowest compared OMol25 entry of this formula, charge and spin): 30.93 kcal/mol
Kohn-Sham gap: 10.2281 eV
net charge: +1
electronic energy: -802.301636 Ha

From a natural (NBO) analysis of the wavefunction, the atomic charges in e read: atom 1 (C): -0.68, atom 2 (C): -0.04, atom 3 (C): -0.58, atom 4 (S): 0.04, atom 5 (N): -0.69, atom 6 (H): 0.26, atom 7 (H): 0.23, atom 8 (H): 0.24, atom 9 (H): 0.24, atom 10 (H): 0.26, atom 11 (H): 0.24, atom 12 (H): 0.14, atom 13 (H): 0.45, atom 14 (H): 0.44, atom 15 (H): 0.44, atom 16 (H): 0.49, atom 17 (H): 0.47, atom 18 (O): -0.96, atom 19 (H): 0.49, atom 20 (H): 0.47, atom 21 (O): -0.95, atom 22 (H): 0.49, atom 23 (H): 0.47, atom 24 (O): -0.96

No. 3
This record from OMol25 describes 5 unconnected molecules or ions with the total composition C2H14NO4. The level of theory is wB97M-V/def2-TZVPD.

The geometry in XYZ format:
```
21
Properties=species:S:1:pos:R:3:forces:R:3
C -0.432033 0.252612 1.536103 -0.121 0.033 0.043
C -0.497134 -0.263765 2.741453 -0.237 -0.057 0.000
N 0.851025 0.268832 0.798598 -0.870 0.547 1.390
H -1.248865 0.653281 0.964553 -0.067 0.060 0.134
H -1.459887 -0.330258 3.228519 0.049 0.130 0.074
H 0.350635 -0.671553 3.277881 0.069 -0.010 -0.101
H 0.739937 0.499784 -0.182529 0.054 -0.479 -0.210
H 1.421924 1.002132 1.229657 0.195 -0.125 -0.058
H 1.218620 -0.667621 0.910952 0.563 -0.013 -0.496
H 0.727002 3.627479 1.030219 -0.031 0.225 0.136
H 0.184423 3.298355 2.441779 0.023 0.089 -0.061
O 0.445187 2.907266 1.601441 0.174 -0.217 -0.159
H -1.899222 -1.636033 -0.420489 0.021 0.206 0.363
H -0.778049 -1.658641 -1.387568 0.165 0.381 0.004
O -1.039589 -1.216537 -0.558492 -0.169 -0.682 -0.581
H 2.626839 -0.972409 -1.659017 0.072 0.030 -0.473
H 1.485213 -0.165862 -2.402004 0.360 -0.341 -0.205
O 1.822196 -0.462512 -1.549784 -0.324 0.245 0.244
H -1.399547 -2.115536 -4.074697 -0.313 0.192 -0.022
H -2.058628 -0.937570 -3.255585 -0.228 -0.118 -0.353
O -1.280376 -1.489343 -3.354073 0.615 -0.096 0.332
```
Positions in Å, forces in eV/Å.

relative energy (zero: lowest compared OMol25 entry of this formula, charge and spin): 15.78 kcal/mol
Kohn-Sham gap: 11.3786 eV
net charge: +1
electronic energy: -440.064262 Ha

From a natural (NBO) analysis of the wavefunction, the atomic charges in e read: atom 1 (C): 0.00, atom 2 (C): -0.40, atom 3 (N): -0.70, atom 4 (H): 0.24, atom 5 (H): 0.24, atom 6 (H): 0.21, atom 7 (H): 0.47, atom 8 (H): 0.46, atom 9 (H): 0.45, atom 10 (H): 0.49, atom 11 (H): 0.50, atom 12 (O): -0.98, atom 13 (H): 0.48, atom 14 (H): 0.51, atom 15 (O): -0.99, atom 16 (H): 0.50, atom 17 (H): 0.50, atom 18 (O): -0.99, atom 19 (H): 0.50, atom 20 (H): 0.49, atom 21 (O): -0.98